# 1
Molecular formula: C3H11NO
Method: DFT, ωB97M-V/def2-TZVPD

The geometry in XYZ format:
```
16
Properties=species:S:1:pos:R:3:forces:R:3:lowdin_charge:R:1
C 1.179264 1.548449 0.218361 -0.3872 0.2174 -0.1578 -0.09
C 0.170686 0.634050 0.928753 -0.2927 0.9116 -0.9489 -0.31
N -0.820063 0.146787 -0.025922 -0.5914 -1.4696 0.3007 -0.14
C -1.898091 -0.630199 0.653854 0.1489 1.0378 0.0350 -0.12
H 2.172430 1.128040 0.165836 0.2911 -0.1771 0.0528 0.06
H 1.246364 2.517444 0.705893 0.1015 0.0753 0.0698 0.06
H 0.857718 1.728182 -0.811412 0.0027 -0.0163 0.0807 0.07
H -0.356320 1.206955 1.700064 0.3206 -0.1505 0.4418 0.10
H 0.693503 -0.214336 1.341852 -0.0849 -0.2931 0.3947 0.10
H -1.321818 0.891900 -0.479921 0.5155 0.4706 -0.1060 0.09
H -2.043488 -1.653176 0.320150 0.1821 0.0008 -0.2883 0.07
H -1.746258 -0.636794 1.729240 0.2257 -0.1861 0.2483 0.06
H -2.810344 -0.045041 0.534489 -0.3695 -0.4259 -0.1237 0.07
H 1.933234 -2.667463 -2.864747 0.1414 0.1447 0.1005 0.03
H 1.541620 -1.622379 -1.775669 -0.0755 -0.2897 -0.3117 0.03
O 1.201560 -2.332412 -2.340815 -0.1284 0.1501 0.2121 -0.07
```
Positions in Å, forces in eV/Å.

Summary:
SMILES	CCNC.O
HOMO-LUMO gap	9.78	eV



# 2
Molecular formula: C3H11NO2
Method: DFT, ωB97M-V/def2-TZVPD

The geometry in XYZ format:
```
17
Properties=species:S:1:pos:R:3:forces:R:3:lowdin_charge:R:1
C 1.134376 -0.129865 -0.303081 -0.2381 0.0696 0.1747 -0.27
N -0.122004 0.406216 0.281273 0.2115 -0.5779 0.3947 -0.09
C 0.041309 0.848749 1.669151 0.3118 -0.6086 -0.6641 -0.27
O -0.345565 -0.241136 2.507731 -0.3305 0.2599 0.0962 -0.06
C 0.842268 -1.111221 -1.419439 -0.4117 0.5214 -0.6295 -0.10
H 1.716247 -0.647540 0.473063 0.0497 0.1365 -0.0719 0.11
H 1.718684 0.717098 -0.671628 0.0091 -0.0892 0.0280 0.11
H -0.752737 -0.393587 0.364998 0.0026 0.1475 -0.0705 0.10
H -0.561725 1.747776 1.811768 0.0369 -0.0933 0.3867 0.12
H 1.107905 1.013352 1.851686 -0.1080 0.5611 -0.0929 0.12
H -0.589538 0.088105 3.379580 0.0412 -0.0002 -0.0591 0.08
H 1.744693 -1.376363 -1.964848 0.0898 -0.1671 0.1267 0.07
H 0.131017 -0.715541 -2.154830 0.2231 0.2944 0.1335 0.07
H 0.350197 -1.993930 -1.046616 0.0778 -0.5705 0.3350 0.07
H -2.800074 0.184767 -1.742998 0.3532 0.3620 -0.1838 0.04
H -1.554611 0.817006 -1.100949 0.1276 0.1471 -0.2438 -0.01
O -2.060441 0.786112 -1.934860 -0.4459 -0.3926 0.3401 -0.09
```
Positions in Å, forces in eV/Å.

Summary:
SMILES	CCNCO.O
HOMO-LUMO gap	10.37	eV



# 3
Molecular formula: C3H11NO2
Method: DFT, ωB97M-V/def2-TZVPD

The geometry in XYZ format:
```
17
Properties=species:S:1:pos:R:3:forces:R:3:lowdin_charge:R:1
C -0.450334 0.456902 1.036390 -1.2303 -1.6061 0.1140 -0.22
O -1.432869 -0.500631 1.518928 0.1156 0.6302 -0.1417 -0.09
C -0.247580 0.315151 -0.454433 1.2179 0.8514 -0.4618 -0.46
C 1.158806 0.819277 -0.828040 0.3311 -0.2412 -0.1788 -0.07
N -1.293453 1.056346 -1.167871 0.3983 0.3429 -0.5650 0.03
H 0.422718 0.208633 1.625512 0.3894 0.2545 -0.0979 0.12
H -0.804457 1.466486 1.228945 0.2183 0.2590 0.2109 0.12
H -2.298208 -0.192621 1.220009 0.1237 -0.1506 -0.0508 0.08
H -0.302883 -0.693484 -0.860040 -0.1482 -0.3804 0.6770 0.13
H 1.222168 0.958545 -1.901981 -0.0437 -0.0022 -0.3115 0.07
H 1.454479 1.774667 -0.389808 -0.2810 0.0294 0.2503 0.08
H 1.934260 0.088243 -0.583601 -0.0936 0.0169 0.1997 0.08
H -1.088723 0.865032 -2.148265 -0.5694 -0.2052 -0.0827 0.07
H -1.016116 2.038090 -1.141815 -0.3205 0.1341 0.4005 0.07
H 0.454890 -2.353422 0.646870 0.0761 0.0563 -0.3112 0.01
H 1.074137 -3.352155 1.536448 0.3568 -0.1282 -0.2772 0.04
O 1.213164 -2.955061 0.662753 -0.5406 0.1393 0.6261 -0.07
```
Positions in Å, forces in eV/Å.

Summary:
SMILES	C[C@H](N)CO.O
HOMO-LUMO gap	10.83	eV



# 4
Molecular formula: C3H11NO2
Method: DFT, ωB97M-V/def2-TZVPD

The geometry in XYZ format:
```
17
Properties=species:S:1:pos:R:3:forces:R:3:lowdin_charge:R:1
C -1.250016 -0.954908 -0.666594 -0.4267 0.7230 -1.6634 -0.26
C 0.016460 -0.134448 -0.523564 0.0023 0.7107 -1.0954 -0.44
C 0.811918 -0.387652 0.717619 1.1210 -0.8756 0.6848 -0.06
O -0.388519 1.245604 -0.618583 -0.6527 0.0297 1.0474 -0.05
N -1.013110 -2.302233 -1.227994 -0.4139 -0.5029 1.5501 0.00
H -1.913900 -0.767542 0.187426 0.2934 -0.7896 0.4034 0.12
H -1.802791 -0.485876 -1.487788 0.0762 0.3096 0.1457 0.11
H 0.651840 -0.285888 -1.400435 -0.0855 -0.6073 0.0197 0.14
H 0.794772 -1.433579 1.053849 -0.4665 0.0340 -0.1839 0.08
H 1.883406 -0.270036 0.535046 -0.0121 0.5062 0.0034 0.08
H 0.531400 0.211557 1.578303 -0.2644 0.2213 -0.0632 0.08
H 0.162066 1.769795 -1.188829 0.4754 -0.0956 -0.3589 0.08
H -0.437334 -2.861809 -0.593400 0.0677 0.2270 -0.1169 0.06
H -1.913874 -2.790847 -1.170087 0.3332 0.1515 -0.3650 0.07
H 1.611889 2.450119 1.304004 -0.6411 0.2910 -0.2586 0.01
H 0.754118 3.779815 1.629820 0.1683 -0.7075 -0.3870 0.04
O 1.501680 3.217925 1.871210 0.4253 0.3743 0.6377 -0.06
```
Positions in Å, forces in eV/Å.

Summary:
SMILES	C[C@H](O)CN.O
HOMO-LUMO gap	10.55	eV



# 5
Molecular formula: C3H11NO2
Method: DFT, ωB97M-V/def2-TZVPD

The geometry in XYZ format:
```
17
Properties=species:S:1:pos:R:3:forces:R:3:lowdin_charge:R:1
C -0.039318 -1.134716 -0.646683 0.8936 -0.5665 0.4369 -0.30
N 0.195560 0.180465 -0.057264 0.1799 0.8816 -0.6685 -0.11
C 0.776837 0.311659 1.270677 -0.1698 -1.3165 -0.9197 -0.27
O 2.195173 0.218069 1.254089 -0.4296 1.1011 0.4519 -0.04
C -0.354741 -1.029602 -2.155304 -0.5480 0.6631 2.1368 -0.07
H 0.833379 -1.804389 -0.492022 -0.2173 0.0776 -0.1346 0.11
H -0.860039 -1.571890 -0.083445 -0.2243 -0.2844 -0.1179 0.11
H 0.804115 0.708875 -0.676587 -0.2525 0.1861 -0.0954 0.12
H 0.539378 1.294641 1.659529 -0.1186 -0.1053 0.2890 0.12
H 0.348099 -0.545294 1.815053 0.0089 0.6192 0.5406 0.13
H 2.399518 -0.654072 0.969734 0.5029 -1.1606 -0.3296 0.05
H -0.503649 -2.021439 -2.561856 0.2778 0.0350 -0.4067 0.07
H -1.295342 -0.471362 -2.173372 0.0745 -0.0168 -0.5620 0.07
H 0.433983 -0.413487 -2.574167 0.0405 -0.3166 -0.6647 0.07
H -3.077294 0.788860 0.564930 -0.3407 0.3356 0.1033 0.03
H -1.662152 0.801906 0.120788 0.6777 0.4717 -0.1039 -0.02
O -2.379081 1.416319 0.348831 -0.3549 -0.6042 0.0446 -0.08
```
Positions in Å, forces in eV/Å.

Summary:
SMILES	CCNCO.O
HOMO-LUMO gap	10.28	eV



# 6
Molecular formula: C3H11NO2
Method: DFT, ωB97M-V/def2-TZVPD

The geometry in XYZ format:
```
17
Properties=species:S:1:pos:R:3:forces:R:3:lowdin_charge:R:1
C 0.261391 -0.542208 -0.524439 1.8946 0.0299 -0.0865 -0.24
C 1.777652 -0.289828 -0.307160 -0.2915 0.0271 0.6286 -0.46
C 2.600381 -0.403262 -1.571427 0.1506 -0.8652 0.4953 -0.05
O 2.303877 -1.250428 0.608372 0.2792 -0.0820 -0.5041 -0.06
N -0.411223 -0.601264 0.753458 -0.2127 0.6125 0.3210 0.01
H -0.040309 0.307024 -1.137987 -0.5693 -0.2308 -0.2086 0.11
H 0.268901 -1.477404 -1.083560 -0.6712 -0.0674 -0.0525 0.12
H 1.914568 0.686695 0.165718 -0.1741 0.2641 -0.1389 0.13
H 3.493052 0.202175 -1.493461 0.0866 0.3191 -0.2667 0.07
H 2.954350 -1.440200 -1.553560 -0.0796 0.0519 -0.3802 0.09
H 2.045278 -0.234443 -2.489979 0.0022 0.2526 -0.0318 0.08
H 1.852254 -1.109380 1.437557 -0.3705 0.0054 0.4085 0.07
H -0.980610 0.222429 0.874864 -0.0633 -0.0387 0.1921 0.07
H -0.977952 -1.402306 0.968326 0.0228 -0.2799 -0.3793 0.07
H -4.535388 2.485425 1.218746 0.1060 0.0316 0.0410 0.03
H -5.911856 1.912313 0.950150 -0.1803 -0.1752 0.0018 0.03
O -5.396168 2.714025 0.861095 0.0703 0.1451 -0.0398 -0.05
```
Positions in Å, forces in eV/Å.

Summary:
SMILES	C[C@H](O)CN.O
HOMO-LUMO gap	9.78	eV



In hartree, the E_tot values for the records above are, in order, -250.86029, -326.11526, -326.11724, -326.10633, -326.11435, -326.11661.
In eV, the LUMO energy values for the records above are, in order, 0.98, 0.78, 0.92, 0.74, 0.77, 0.44.
In kJ/mol, the energy relative to the best compared isomer or geometry (same formula, charge and spin) values for the records above are, in order, 95.5, 42.6, 37.4, 66.0, 44.9, 39.0.